No. 1
{"formula": "C66H76F2N2O6S3", "method": "the ωB97M-V functional and the def2-TZVPD basis", "symbols": ["C", "C", "C", "C", "O", "C", "C", "C", "O", "N", "C", "C", "C", "O", "C", "C", "C", "C", "S", "C", "S", "N", "C", "C", "C", "C", "C", "C", "C", "C", "C", "C", "C", "C", "S", "O", "O", "O", "C", "F", "C", "C", "F", "H", "H", "H", "H", "H", "H", "H", "H", "H", "H", "H", "H", "H", "H", "H", "H", "H", "H", "H", "H", "H", "H", "H", "H", "H", "H", "H", "H", "H", "H", "H", "H", "H", "H", "H", "H", "H", "H", "H", "H", "C", "C", "C", "C", "C", "C", "H", "H", "H", "H", "H", "H", "C", "C", "C", "C", "C", "C", "H", "H", "H", "H", "H", "H", "C", "C", "C", "C", "C", "C", "H", "H", "H", "H", "H", "H", "C", "C", "C", "C", "C", "C", "H", "H", "H", "H", "H", "H", "C", "C", "C", "C", "C", "C", "H", "H", "H", "H", "H", "H", "C", "C", "C", "C", "C", "C", "H", "H", "H", "H", "H", "H"], "positions_angstrom": [[-0.62366, 2.41857, 1.61396], [-0.69422, 1.21560, 0.64156], [-1.34574, 1.61432, -0.68639], [-0.38570, 2.46300, -1.53547], [-1.16209, 3.23443, -2.44157], [-0.45864, 4.24116, -3.14814], [-1.18935, 4.31591, -4.52135], [-1.12095, 2.96509, -5.26230], [-1.90490, 2.08009, -4.94953], [-0.14547, 2.72414, -6.25408], [-0.14881, 3.73934, -7.32179], [-0.33416, 1.41374, -6.88886], [1.02350, 3.85973, -3.49642], [1.45786, 4.43905, -4.72427], [2.07073, 4.36017, -2.45296], [3.50368, 4.03866, -2.95664], [3.63704, 2.54754, -3.28656], [3.56040, 1.64814, -2.02852], [3.00391, 0.00698, -2.51982], [3.78764, -1.18342, -1.46901], [5.07118, -0.74813, -0.55855], [3.29995, -2.51507, -1.35522], [2.30393, -2.66151, -0.30731], [0.95167, -2.47741, -0.45949], [0.06719, -2.67442, 0.58104], [0.55713, -3.07782, 1.79791], [1.91128, -3.25520, 1.97255], [2.77686, -3.05280, 0.92950], [2.95739, -3.14779, -2.61426], [1.95829, -2.76201, -3.48043], [1.67645, -3.43474, -4.64219], [2.40240, -4.56306, -4.94793], [3.40476, -4.95922, -4.09362], [3.68834, -4.27062, -2.94496], [1.92510, 6.13974, -2.23443], [2.18938, 6.55728, -0.89683], [2.82340, 6.77645, -3.14498], [0.43170, 6.52179, -2.76136], [-0.56560, 5.56884, -2.37127], [-0.37764, 5.39358, -1.01715], [-1.89981, 6.33262, -2.47717], [-3.14681, 5.52765, -2.11687], [-2.02010, 7.02293, -3.67072], [-0.47700, 2.08695, 2.64533], [0.20566, 3.06560, 1.31275], [-1.54374, 3.01389, 1.60202], [-1.28084, 0.45220, 1.16254], [0.33487, 0.87198, 0.47294], [-2.18152, 2.28745, -0.44024], [-1.79509, 0.78911, -1.24618], [0.20120, 3.04916, -0.82286], [0.23552, 1.73486, -2.07936], [-2.25535, 4.46466, -4.34675], [-0.86397, 5.16572, -5.12017], [-0.71425, 3.43202, -8.20985], [-0.53659, 4.70613, -6.99965], [0.88175, 3.91242, -7.65735], [-1.21807, 1.40070, -7.53907], [-0.34824, 0.59205, -6.17543], [0.53452, 1.26018, -7.54226], [1.11616, 2.78864, -3.66511], [1.23580, 5.37927, -4.74782], [1.98744, 3.85864, -1.48702], [4.17643, 4.27125, -2.12223], [3.76389, 4.60203, -3.84872], [4.64231, 2.40645, -3.70205], [2.95636, 2.20805, -4.07339], [2.84919, 2.06202, -1.30270], [4.53479, 1.66948, -1.53828], [0.53200, -2.18826, -1.41673], [-0.99030, -2.53396, 0.38239], [-0.15156, -3.25714, 2.60318], [2.28189, -3.59154, 2.93646], [3.83928, -3.21642, 1.07600], [1.35687, -1.88445, -3.26170], [0.88060, -3.10766, -5.30227], [2.17774, -5.12280, -5.84995], [3.98326, -5.85413, -4.30834], [4.45809, -4.59816, -2.25329], [-1.82062, 7.12154, -1.71743], [-2.88544, 4.82160, -1.32657], [-3.86002, 6.22710, -1.66607], [-3.65832, 5.07481, -2.96547], [-2.27250, 11.15359, 0.18943], [-3.36305, 11.43560, 1.00069], [-3.85467, 10.46741, 1.86572], [-3.25802, 9.21505, 1.91687], [-2.17262, 8.92997, 1.09932], [-1.67862, 9.89963, 0.23648], [-1.88532, 11.91090, -0.48041], [-3.83008, 12.41161, 0.95939], [-4.70326, 10.68903, 2.50067], [-3.63950, 8.46062, 2.59349], [-1.70994, 7.95066, 1.13535], [-0.83021, 9.67811, -0.39967], [2.59801, -6.18358, 6.75717], [1.57343, -6.22923, 7.69293], [0.26185, -6.00194, 7.29861], [-0.02566, -5.72509, 5.96890], [0.99997, -5.67097, 5.03513], [2.31150, -5.90168, 5.42842], [3.61999, -6.36726, 7.06354], [1.79729, -6.44332, 8.73047], [-0.53762, -6.04137, 8.02822], [-1.04914, -5.55106, 5.66088], [0.77685, -5.44993, 3.99812], [3.11109, -5.86194, 4.69891], [4.34758, 3.37263, 4.01822], [3.57420, 2.85708, 2.98764], [3.10222, 3.69736, 1.98852], [3.39824, 5.05365, 2.01928], [4.16483, 5.56945, 3.05549], [4.64055, 4.72956, 4.05356], [4.72159, 2.71722, 4.79468], [3.33963, 1.79974, 2.96264], [2.50063, 3.29404, 1.18185], [3.03080, 5.70732, 1.23700], [4.39224, 6.62758, 3.08440], [5.24021, 5.13243, 4.86017], [-0.96040, -10.41519, 5.83620], [-0.88681, -9.47476, 6.85484], [-1.66754, -9.62217, 7.99308], [-2.52525, -10.70756, 8.11158], [-2.60496, -11.64312, 7.08918], [-1.82165, -11.49799, 5.95212], [-0.34665, -10.30345, 4.95115], [-0.21992, -8.62714, 6.76207], [-1.60753, -8.89015, 8.78928], [-3.13239, -10.82375, 9.00063], [-3.27775, -12.48685, 7.17878], [-1.88239, -12.22906, 5.15565], [-3.78939, -1.78577, 1.54678], [-5.09077, -1.32631, 1.69430], [-5.77507, -1.54975, 2.88110], [-5.15915, -2.23600, 3.91907], [-3.86059, -2.70260, 3.76834], [-3.17497, -2.47638, 2.58279], [-3.25274, -1.60600, 0.62281], [-5.57175, -0.79312, 0.88388], [-6.78913, -1.18885, 2.99757], [-5.69204, -2.40799, 4.84562], [-3.38210, -3.24245, 4.57591], [-2.16049, -2.83844, 2.46590], [-2.81700, -7.12320, -3.17361], [-2.70874, -6.35817, -2.02028], [-1.69152, -5.42085, -1.90192], [-0.77953, -5.25044, -2.93521], [-0.88311, -6.02153, -4.08438], [-1.90232, -6.95683, -4.20470], [-3.61391, -7.85002, -3.26871], [-3.41811, -6.49235, -1.21313], [-1.60808, -4.82185, -1.00303], [0.01167, -4.51780, -2.84314], [-0.16859, -5.89286, -4.88754], [-1.98401, -7.55687, -5.10244]], "energy_ev": -122878.5001, "max_force_ev_per_a": 2.68}

No. 2
{"formula": "C32H26BrCl2N6O9P2Pb", "method": "the ωB97M-V functional and the def2-TZVPD basis", "symbols": ["Pb", "Cl", "C", "C", "C", "N", "C", "O", "C", "C", "C", "C", "C", "N", "C", "C", "C", "Cl", "N", "C", "O", "C", "C", "C", "C", "C", "N", "H", "H", "H", "H", "H", "H", "H", "H", "H", "H", "Br", "C", "C", "C", "C", "C", "C", "N", "C", "C", "C", "C", "C", "C", "N", "H", "H", "H", "H", "H", "H", "H", "H", "H", "C", "C", "O", "P", "O", "O", "O", "P", "O", "O", "O", "H", "H", "H", "H", "H", "H", "H"], "positions_angstrom": [[0.66785, 0.53238, 0.15534], [-0.68739, 2.60513, -6.16878], [0.12052, 1.66961, -4.98670], [0.91888, 2.27413, -4.09466], [1.51982, 1.49947, -3.02651], [2.01461, 1.96475, -1.93942], [2.28520, 3.32550, -1.74777], [2.76716, 4.04253, -2.59013], [2.03809, 3.81978, -0.34660], [2.47574, 5.09023, -0.01602], [2.24942, 5.55529, 1.27131], [1.58594, 4.73904, 2.16801], [1.16897, 3.48169, 1.75281], [1.39548, 3.02579, 0.52218], [1.46639, -0.00658, -3.14051], [0.53719, -0.58053, -4.10140], [-0.11211, 0.21309, -4.96116], [-1.22876, -0.45934, -6.07268], [2.25396, -0.64171, -2.36363], [2.47388, -2.02900, -2.46985], [2.54083, -2.60315, -3.52937], [2.80203, -2.70753, -1.17110], [3.13502, -4.05329, -1.19934], [3.48557, -4.66671, -0.00651], [3.49126, -3.91052, 1.15328], [3.12477, -2.57207, 1.08117], [2.77833, -1.97504, -0.05558], [1.06104, 3.34332, -4.11616], [2.98188, 5.68261, -0.76430], [2.58690, 6.54020, 1.56444], [1.38720, 5.05927, 3.18100], [0.63663, 2.81859, 2.42485], [0.40288, -1.65105, -4.12873], [3.12589, -4.58436, -2.14036], [3.75703, -5.71369, 0.01414], [3.77104, -4.34330, 2.10395], [3.09404, -1.95611, 1.97157], [-1.86308, -6.84945, 1.67491], [-1.71768, -5.12297, 0.93188], [-2.84867, -4.49798, 0.42379], [-2.74498, -3.22889, -0.11776], [-1.50890, -2.58443, -0.16484], [-0.39524, -3.21008, 0.37996], [-0.49048, -4.48182, 0.92097], [-1.33752, -1.27155, -0.67554], [-2.13648, -0.83423, -1.55696], [-2.15249, 0.57287, -1.98710], [-3.20286, 1.01642, -2.77823], [-3.30418, 2.36938, -3.06741], [-2.35624, 3.22975, -2.54670], [-1.32061, 2.69391, -1.79359], [-1.20302, 1.39794, -1.53075], [-3.80703, -4.99614, 0.46709], [-3.64282, -2.73409, -0.46344], [0.55346, -2.69389, 0.38341], [0.38046, -4.96361, 1.34264], [-2.90908, -1.46457, -2.00313], [-3.93877, 0.31194, -3.14220], [-4.11789, 2.74215, -3.67451], [-2.40368, 4.29545, -2.71930], [-0.55582, 3.33978, -1.37719], [-1.93957, 0.27457, 5.19566], [-1.07666, 0.72431, 4.01933], [-0.42537, 1.96757, 4.31237], [0.27324, -0.45058, 3.69952], [-0.41812, -1.85638, 3.52328], [1.05001, -0.69868, 5.05395], [1.16084, -0.03134, 2.58251], [-2.09295, 0.96480, 2.49297], [-2.61110, -0.56921, 2.22357], [-3.20951, 1.86785, 2.81310], [-1.14270, 1.27604, 1.35948], [-1.33274, 0.19422, 6.09689], [-2.41029, -0.69012, 5.00920], [-2.72594, 1.01299, 5.35459], [-1.12244, 2.63322, 4.40318], [-1.20201, -1.81229, 2.94458], [1.70369, -0.01460, 5.24740], [-3.52797, -0.65668, 2.51562]], "max_force_ev_per_a": 0.27, "charge": 1, "e_above_lowest_ev": 0.503}

No. 3
{"formula": "C4H7ClN2", "method": "the ωB97M-V functional and the def2-TZVPD basis", "symbols": ["H", "N", "C", "Cl", "C", "N", "C", "C", "H", "H", "H", "H", "H", "H"], "positions_angstrom": [[3.33337, 2.18104, 0.22653], [2.52664, 1.73367, -0.13417], [2.21170, 0.54811, -0.06918], [3.22860, -0.76675, 0.44828], [0.95785, -0.03466, -0.43568], [-0.13522, 0.61028, -0.34696], [-1.26890, -0.16411, -0.50218], [-2.13850, -0.49531, 0.69035], [0.86615, -1.09377, -0.69973], [-1.92567, 0.25961, -1.22007], [-0.98746, -1.04371, -1.03630], [-1.39439, -1.02000, 1.33031], [-2.25741, 0.42481, 1.23602], [-3.01676, -1.13921, 0.51279]], "max_force_ev_per_a": 3.52, "e_above_lowest_ev": 2.350}

No. 4
{"formula": "C26H39F15N2O12", "method": "the ωB97M-V functional and the def2-TZVPD basis", "symbols": ["C", "C", "O", "C", "O", "C", "F", "F", "F", "H", "H", "H", "H", "H", "C", "C", "O", "C", "O", "C", "F", "F", "F", "H", "H", "H", "H", "H", "C", "C", "O", "C", "O", "C", "F", "F", "F", "H", "H", "H", "H", "H", "C", "C", "O", "C", "O", "C", "F", "F", "F", "H", "H", "H", "H", "H", "C", "C", "O", "C", "O", "C", "F", "F", "F", "H", "H", "H", "H", "H", "C", "N", "C", "C", "O", "H", "H", "H", "H", "H", "H", "H", "C", "N", "C", "C", "O", "H", "H", "H", "H", "H", "H", "H"], "positions_angstrom": [[0.37208, -2.41199, -3.27312], [-0.95583, -2.86456, -3.72787], [-1.24302, -2.17793, -4.98362], [-2.40161, -2.41769, -5.54474], [-3.26260, -3.17034, -5.16245], [-2.60925, -1.52071, -6.82075], [-1.70024, -1.94995, -7.71620], [-3.79545, -1.82473, -7.41734], [-2.46335, -0.23087, -6.63975], [1.10462, -2.82963, -3.99988], [0.64932, -2.86632, -2.33149], [0.46625, -1.31214, -3.12937], [-1.80375, -2.63203, -3.08090], [-1.02387, -3.96684, -3.92191], [6.03524, -0.49610, 0.43621], [5.18291, -1.47892, 1.25093], [5.06409, -0.97517, 2.62654], [4.10555, -0.16380, 2.96772], [3.08702, -0.00312, 2.33543], [4.35455, 0.73554, 4.20574], [5.27098, 1.66174, 3.94242], [3.29503, 1.28972, 4.74738], [4.91506, -0.11959, 5.15343], [6.96102, -0.30040, 0.99236], [5.55324, 0.47531, 0.43936], [6.27758, -0.84330, -0.58149], [5.57368, -2.45016, 1.44245], [4.19505, -1.58095, 0.79964], [-2.24900, 4.73588, -1.04669], [-2.14778, 3.24972, -1.39015], [-3.21851, 2.86783, -2.31421], [-3.12757, 1.64294, -2.85500], [-2.28179, 0.85826, -2.73275], [-4.33999, 1.27725, -3.69817], [-3.87864, 0.38220, -4.62368], [-5.28292, 0.77856, -2.95471], [-4.82037, 2.32095, -4.33716], [-3.20861, 4.87084, -0.50318], [-2.18029, 5.45116, -1.81831], [-1.40054, 4.83890, -0.35423], [-2.37210, 2.66138, -0.51037], [-1.17824, 2.92639, -1.79494], [-2.63705, -5.18141, -0.21630], [-1.28864, -5.84303, -0.53098], [-0.85832, -6.80661, 0.42139], [-1.62303, -7.79654, 0.64305], [-2.65381, -8.05156, 0.11687], [-1.07660, -8.78777, 1.72686], [-0.78926, -9.96258, 1.22481], [-0.00919, -8.33656, 2.28227], [-2.02049, -8.91324, 2.69399], [-3.46646, -5.88530, -0.37370], [-2.71990, -4.34857, -0.89187], [-2.48152, -4.87432, 0.81493], [-0.42214, -5.16563, -0.52343], [-1.23640, -6.36050, -1.50355], [3.08550, 3.12105, 1.70727], [2.02500, 3.48490, 0.69093], [2.21946, 4.86202, 0.22407], [1.38862, 5.85980, 0.49328], [0.27637, 5.77104, 0.91207], [2.03726, 7.20124, 0.20311], [3.16808, 7.36494, 0.95340], [2.33494, 7.59763, -1.01681], [1.16187, 8.16941, 0.64508], [4.06927, 2.98374, 1.22702], [2.75295, 2.09461, 2.07586], [3.23513, 3.84163, 2.49429], [1.00608, 3.32692, 1.05781], [2.13452, 2.76216, -0.17974], [-0.13516, 0.54622, 0.22882], [-0.40655, -0.88316, 0.11557], [-1.71217, -1.31748, -0.19128], [0.59776, -1.82084, 0.21810], [0.50541, -3.02721, 0.01042], [-0.11905, 1.02697, -0.75386], [0.88360, 0.57382, 0.58278], [-0.80716, 1.15156, 0.94491], [-1.80784, -1.57266, -1.26611], [-2.01539, -2.21233, 0.42737], [-2.40502, -0.48950, 0.01409], [1.53126, -1.31123, 0.47804], [-1.27354, 3.58847, 5.34500], [-0.86042, 2.99350, 4.01993], [-0.24291, 1.74388, 4.01581], [-1.32929, 3.54789, 2.84005], [-1.11847, 3.04836, 1.76232], [-1.87198, 2.85755, 5.82487], [-1.87661, 4.46214, 5.12885], [-0.43557, 3.96337, 5.91326], [0.71348, 1.77240, 3.47840], [-0.02162, 1.42701, 5.01334], [-0.83233, 1.03507, 3.40739], [-2.09064, 4.33142, 2.99479]], "max_force_ev_per_a": 3.93, "e_above_lowest_ev": 0.633}